Record 1
Density functional theory data (the ωB97M-V functional and the def2-TZVPD basis) for a cluster of 3 separate species, C51H63BrN2O10PS in total.

Each line ends with the Löwdin charge.
Cartesian coordinates (Å):
C -0.25 -5.89 4.93  -0.062
C 0.89 -6.81 4.54  -0.262
O 0.92 -6.96 3.13  -0.160
C 2.22 -6.96 2.57  -0.221
C 2.12 -6.81 1.05  -0.158
C 2.67 -5.47 0.56  -0.172
C 1.84 -4.32 1.15  -0.150
C 2.67 -3.27 1.89  -0.093
N 2.23 -1.85 1.61  -0.007
C 1.07 -1.37 2.47  -0.322
O 0.42 -2.49 2.99  -0.094
C -1.02 -2.41 2.89  -0.152
C -1.66 -2.97 1.63  -0.371
C -1.50 -4.48 1.42  -0.008
O -1.30 -2.20 0.49  -0.024
C 1.60 -0.40 3.52  -0.282
P 0.40 0.06 4.84  0.776
O 1.09 0.47 6.09  -0.398
C 2.23 0.89 2.89  -0.278
C 3.16 1.53 3.95  -0.147
C 2.74 2.92 4.47  -0.235
N 1.28 3.07 4.55  0.001
C 2.90 0.55 1.53  -0.595
Br 1.57 0.61 0.05  0.970
C 4.05 1.46 1.07  -0.190
C 3.94 2.98 1.23  -0.070
C 2.66 3.60 0.73  -0.530
O 2.39 3.68 -0.43  0.107
O 1.85 4.11 1.70  0.088
C 3.41 -0.90 1.55  -0.304
C 4.48 -1.20 2.62  -0.422
S 5.93 -2.10 2.01  0.918
C 7.14 -0.79 1.77  -0.529
C 7.24 -0.25 0.34  -0.148
H -1.22 -6.37 4.79  0.084
H -0.14 -5.57 5.97  0.083
H -0.24 -4.99 4.30  0.043
H 0.75 -7.79 5.00  0.124
H 1.83 -6.39 4.91  0.115
H 2.75 -7.89 2.82  0.130
H 2.80 -6.13 3.00  0.116
H 1.08 -6.93 0.76  0.122
H 2.67 -7.63 0.58  0.116
H 3.72 -5.41 0.84  0.115
H 2.64 -5.45 -0.53  0.116
H 1.15 -4.75 1.88  0.085
H 1.25 -3.84 0.36  0.108
H 2.65 -3.43 2.97  0.142
H 3.71 -3.35 1.57  0.082
H 1.86 -1.87 0.66  0.115
H 0.39 -0.85 1.81  0.095
H -1.33 -1.37 2.98  0.119
H -1.42 -2.94 3.75  0.134
H -2.72 -2.77 1.78  0.152
H -0.96 -4.98 2.22  0.056
H -2.47 -4.97 1.31  0.092
H -0.95 -4.67 0.49  0.080
H -0.55 -2.61 0.06  0.067
H 2.37 -0.92 4.10  0.119
H -0.39 1.05 4.25  0.033
H -0.42 -1.06 5.01  0.023
H 1.40 1.57 2.72  0.098
H 4.20 1.61 3.61  0.103
H 3.19 0.88 4.83  0.103
H 3.15 3.72 3.87  0.091
H 3.19 3.01 5.46  0.122
H 1.02 3.99 4.23  0.074
H 0.97 2.99 5.51  0.072
H 4.99 1.16 1.55  0.103
H 4.19 1.27 0.01  0.111
H 4.72 3.42 0.61  0.142
H 4.15 3.29 2.25  0.099
H 0.99 3.67 1.66  0.122
H 3.87 -1.10 0.58  0.138
H 4.08 -1.79 3.44  0.077
H 4.84 -0.28 3.06  0.069
H 8.09 -1.25 2.04  0.070
H 6.99 0.01 2.49  0.073
H 6.26 -0.15 -0.12  0.049
H 7.85 -0.90 -0.28  0.077
H 7.72 0.73 0.35  0.080
C -1.69 3.09 -2.61  -0.056
C -0.38 3.50 -2.39  -0.061
C -0.10 4.81 -2.05  -0.005
C -1.13 5.73 -1.93  -0.075
C -2.45 5.33 -2.17  -0.078
C -2.72 4.01 -2.50  -0.016
C -3.58 6.30 -2.09  -0.276
O -4.72 5.95 -2.30  0.106
C -3.25 7.72 -1.76  -0.084
C -4.27 8.66 -1.73  0.000
C -3.99 9.98 -1.41  -0.052
C -2.69 10.36 -1.12  -0.052
C -1.66 9.43 -1.16  -0.001
C -1.94 8.11 -1.48  -0.083
C -0.81 7.13 -1.54  -0.277
O 0.33 7.47 -1.28  0.110
H -1.91 2.07 -2.87  0.106
H 0.43 2.79 -2.48  0.096
H 0.92 5.12 -1.86  0.106
H -3.75 3.71 -2.67  0.100
H -5.28 8.34 -1.95  0.121
H -4.79 10.70 -1.39  0.110
H -2.47 11.39 -0.87  0.109
H -0.64 9.72 -0.94  0.121
C -4.27 2.24 -5.10  -0.067
C -5.49 2.07 -4.46  -0.052
C -6.18 0.87 -4.58  0.003
C -5.65 -0.15 -5.35  -0.082
C -4.43 0.03 -6.01  -0.083
C -3.74 1.23 -5.88  0.000
C -3.85 -1.05 -6.87  -0.279
O -2.79 -0.89 -7.43  0.105
C -4.63 -2.31 -7.02  -0.084
C -4.14 -3.30 -7.86  -0.003
C -4.84 -4.49 -8.01  -0.055
C -6.03 -4.69 -7.31  -0.054
C -6.52 -3.70 -6.48  -0.001
C -5.83 -2.50 -6.33  -0.083
C -6.39 -1.44 -5.45  -0.278
O -7.42 -1.62 -4.83  0.109
H -3.74 3.18 -5.01  0.102
H -5.91 2.87 -3.86  0.110
H -7.12 0.72 -4.08  0.122
H -2.80 1.35 -6.39  0.121
H -3.21 -3.14 -8.39  0.120
H -4.46 -5.26 -8.66  0.108
H -6.58 -5.61 -7.43  0.109
H -7.45 -3.84 -5.94  0.121

Properties
Kohn-Sham gap	8.69	eV
net charge	+1
maximum force	0.019	hartree/bohr
E_LUMO	-2.31	eV
energy	-167525.4489	eV
2S+1	1

***

Record 2
Density functional theory data (the ωB97M-V functional and the def2-TZVPD basis) for the molecule C4H7BrO3 at a distorted geometry.

Each line ends with the natural charge from an NBO analysis.
Cartesian coordinates (Å):
C -0.77 -0.19 0.40  -0.510
C -0.03 -1.48 0.11  -0.399
C 0.21 0.90 -0.27  0.510
C 1.57 0.02 -0.60  0.154
O -0.43 1.26 -1.52  -0.718
O 0.38 1.98 0.48  -0.701
O 2.47 -0.07 0.43  -0.708
Br 2.19 -0.35 -2.32  0.094
H -1.63 -0.17 -0.21  0.224
H -1.18 0.04 1.41  0.198
H 0.60 -1.80 0.93  0.188
H -0.46 -2.20 -0.54  0.196
H -0.92 2.06 -1.29  0.481
H 0.42 1.69 1.39  0.492
H 3.35 -0.31 0.07  0.498

Properties
Kohn-Sham gap (spin up / spin down)	8.22 / 8.01	eV
net charge	0
maximum force	0.095	hartree/bohr
E_LUMO (spin up / spin down)	0.61 / 0.59	eV
energy relative to the best compared isomer or geometry (same formula, charge and spin)	389.7	kJ/mol
energy	-80442.4928	eV
2S+1	1

***

Record 3
Density functional theory data (the ωB97M-V functional and the def2-TZVPD basis) for a structure of composition C12H7CdN3O8 at a distorted geometry.

Each line ends with the natural charge from an NBO analysis.
Cartesian coordinates (Å):
Cd 0.71 -0.47 -1.73  1.706
O -3.42 1.37 -0.46  -0.690
C -2.27 0.83 -1.03  0.764
O -2.14 -0.30 -1.40  -0.544
C -1.22 1.88 -1.17  0.065
C -1.57 3.19 -0.94  -0.202
C -0.54 4.14 -0.95  -0.147
C 0.81 3.78 -1.20  -0.185
C 1.08 2.45 -1.42  0.112
N 0.07 1.57 -1.52  -0.571
C 2.50 2.00 -1.80  0.725
O 3.42 2.83 -1.74  -0.626
O 2.59 0.76 -2.20  -0.832
H -4.09 0.67 -0.39  0.512
H -2.61 3.45 -0.79  0.257
H -0.74 5.22 -0.69  0.237
H 1.60 4.57 -1.26  0.274
O 0.66 -4.54 3.43  -0.683
C -0.15 -4.14 2.39  0.774
O -1.10 -4.85 2.08  -0.505
C 0.17 -2.78 1.90  -0.266
C 0.40 -1.62 2.60  0.006
N 0.87 -0.69 1.74  -0.336
N 0.90 -1.18 0.46  -0.407
C 0.41 -2.42 0.52  0.100
C 0.28 -3.30 -0.75  0.765
O 0.30 -4.51 -0.66  -0.578
O 0.18 -2.53 -1.81  -0.878
H 1.60 -4.26 3.22  0.487
H 0.33 -1.46 3.67  0.240
H 0.97 0.32 1.90  0.425

Properties
Kohn-Sham gap	8.34	eV
net charge	0
maximum force	0.065	hartree/bohr
E_LUMO	-1.55	eV
energy relative to the best compared isomer or geometry (same formula, charge and spin)	0.0	kJ/mol
energy	-37972.9662	eV
2S+1	1

***

Record 4
Density functional theory data (the ωB97M-V functional and the def2-TZVPD basis) for the molecule C2H6N2O at a distorted geometry.

Each line ends with the natural charge from an NBO analysis.
Cartesian coordinates (Å):
C -1.11 -1.59 0.36  -0.255
C 0.40 1.61 -0.11  -0.454
O 0.92 -1.19 -0.58  -0.613
N -0.38 -0.57 0.02  0.202
N -0.42 0.59 0.49  -0.353
H 1.62 -0.57 -0.35  0.467
H -1.97 -1.43 0.98  0.209
H -0.87 -2.55 -0.05  0.213
H 0.32 1.62 -1.21  0.194
H 1.46 1.53 0.18  0.171
H 0.03 2.56 0.26  0.220

Properties
Kohn-Sham gap (spin up / spin down)	8.27 / 8.27	eV
net charge	0
maximum force	0.061	hartree/bohr
E_LUMO (spin up / spin down)	0.41 / 0.41	eV
energy relative to the best compared isomer or geometry (same formula, charge and spin)	519.5	kJ/mol
energy	-7194.4038	eV
2S+1	1

***

Record 5
Density functional theory data (the ωB97M-V functional and the def2-TZVPD basis) for a structure of composition C9H9O6Pt at a distorted geometry.

Each line ends with the natural charge from an NBO analysis.
Cartesian coordinates (Å):
O 0.03 4.72 0.31  -0.317
C 0.06 3.59 0.07  0.547
Pt 0.21 -1.24 -1.20  0.912
C 0.73 -2.71 -0.02  0.487
O 0.94 -3.58 0.72  -0.202
C -0.62 -2.43 -2.56  0.449
O -1.11 -3.11 -3.36  -0.178
C 1.71 -0.07 -0.77  0.422
O 2.60 0.61 -0.47  -0.251
C -1.36 -0.16 -0.81  0.466
O -2.36 0.36 -0.54  -0.253
H 0.10 2.00 -0.33  -0.074
C -0.55 1.48 3.89  -0.447
C 0.82 0.77 3.97  -0.446
C 1.14 0.34 2.53  -0.143
O 0.14 0.87 1.63  -0.117
C -0.93 1.47 2.40  -0.139
H -1.30 0.95 4.47  0.279
H -0.48 2.51 4.25  0.283
H 0.79 -0.09 4.63  0.279
H 1.59 1.46 4.32  0.279
H 2.13 0.71 2.20  0.295
H 1.15 -0.76 2.44  0.272
H -1.85 0.89 2.22  0.305
H -1.10 2.49 2.00  0.295

Properties
Kohn-Sham gap (spin up / spin down)	6.14 / 5.02	eV
net charge	+3
maximum force	0.150	hartree/bohr
E_LUMO (spin up / spin down)	-12.21 / -17.02	eV
energy relative to the best compared isomer or geometry (same formula, charge and spin)	0.0	kJ/mol
energy	-24968.0581	eV
<S²>	6.0117
2S+1	5

***

Record 6
Density functional theory data (the ωB97M-V functional and the def2-TZVPD basis) for a structure of composition AsCsF6 at a distorted geometry.

Each line ends with the natural charge from an NBO analysis.
Cartesian coordinates (Å):
Cs 15.97 8.54 -10.04  0.998
As 19.01 6.59 -8.34  2.714
F 19.35 8.42 -8.27  -0.465
F 20.55 6.37 -9.28  -0.307
F 18.54 4.86 -8.54  -0.344
F 17.45 6.75 -7.33  -0.471
F 18.17 6.91 -9.89  -0.616
F 19.89 6.31 -6.79  -0.509

Properties
Kohn-Sham gap (spin up / spin down)	12.79 / 5.32	eV
net charge	+1
maximum force	0.066	hartree/bohr
E_LUMO (spin up / spin down)	-5.82 / -12.76	eV
energy relative to the best compared isomer or geometry (same formula, charge and spin)	74.0	kJ/mol
energy	-77682.5319	eV
<S²>	0.7577
2S+1	2